1.
Molecular formula: C3H6NO2S
Method: DFT, wB97M-V/def2-TZVPD

Properties
total charge = -1
highest occupied orbital energy = -3.5 eV
Kohn-Sham gap = 0.27571 hartree
relative energy (zero: lowest compared OMol25 entry of this formula, charge and spin) = 3.0910 eV

Bonds (Å) are listed after each position.
Geometry (Å):
1 O 1.29138 0.11301 -2.03371  S7 1.531
2 O -0.58451 -0.22821 -3.65325  S7 1.505
3 H -1.12965 2.04121 0.25190  C4 1.074
4 C -0.15218 1.85191 0.65576  H3 1.074, C6 1.299, H10 1.094
5 H -0.10925 -0.23116 0.66329  C6 1.061
6 C 0.29394 0.68530 1.01344  C4 1.299, H5 1.061, H12 1.030
7 S -0.06948 -0.54542 -2.27534  O1 1.531, O2 1.505, C8 1.838
8 C 0.53126 -2.28048 -2.19646  S7 1.838, H9 1.114, N13 1.252
9 H 0.07139 -3.20078 -2.62397  C8 1.114
10 H 0.51811 2.70661 0.78287  C4 1.094
11 H 1.97519 -1.67432 -1.22166  N13 1.050
12 H 1.04746 0.63632 1.71322  C6 1.030
13 N 1.57020 -2.57998 -1.56596  C8 1.252, H11 1.050

Results of the Löwdin charge analysis, in e, for atoms 1 through 2: atom 1 (O): -0.59, atom 2 (O): -0.60



2.
Molecular formula: C39H70Cl2O13
Method: DFT, wB97M-V/def2-TZVPD

Properties
SMILES = COCCCCCCCCCCCC[C@@H](OC/C(Cl)=C(/C)Cl)[C@@H](CCC(C)C)OCCOC.C[C@@H]1COC(=O)O1.C[C@@H]1COC(=O)O1.C[C@@H]1COC(=O)O1
highest occupied orbital energy = -9.0 eV
Kohn-Sham gap = 0.34124 hartree

Bonds (Å) are listed after each position.
Geometry (Å):
1 H 6.06449 0.98864 -0.16204  C120 1.191
2 H -4.32700 6.30232 3.98461  C60 1.097
3 H -4.02293 7.89245 -1.33308  C33 1.094
4 H -1.51667 2.22852 -1.42380  C75 1.177
5 H 2.07401 -5.46428 3.51237  C18 1.194
6 H -0.80787 2.91468 3.57068  C67 1.194
7 H -6.31417 6.86533 -1.05296  C8 1.097
8 C -6.16023 7.94987 -0.99423  H7 1.097, C33 1.515, O69 1.419, C101 1.498
9 H -3.75289 5.05618 -2.39109  C83 1.170
10 H 1.47395 -6.19990 -0.33712  C23 1.170
11 H -1.91274 3.68613 -2.62507  C75 1.190
12 H -2.70665 1.34032 5.05604  C116 1.193
13 H 1.82448 -3.10517 -4.64589  C113 1.189
14 H 1.26512 -3.27868 1.51817  C49 1.170
15 H -2.52189 3.60286 3.95218  C67 1.193
16 H -3.17748 3.46023 1.51591  C54 1.192
17 H 4.62666 -8.21344 2.77634  C109 1.195
18 C 1.85673 -5.44144 2.33902  H5 1.194, H38 1.182, C49 1.633, C61 1.635
19 H -1.36142 -0.63251 -6.02038  C100 1.094
20 H 7.44963 0.39987 -1.41780  C120 1.186
21 H -5.31715 4.06160 -1.90431  C83 1.184
22 H -6.31688 8.06099 -3.15266  C101 1.094
23 C 2.06611 -5.33927 -0.86499  H10 1.170, C77 1.650, C82 1.672, H86 1.193
24 H -2.21200 1.78330 1.23839  C54 1.194
25 H -1.36264 -2.98066 -5.45071  C66 1.097
26 C 1.82773 -5.22771 -3.55505  H51 1.176, C56 1.671, C77 1.662, C113 1.640
27 H -2.17760 8.45066 4.48411  C36 1.096
28 Cl 7.10346 -8.75923 4.15761  C88 1.857
29 H -0.40780 0.53818 2.94205  C63 1.194
30 H 0.73046 -1.43017 2.87468  C119 1.191
31 H -4.58290 9.33017 -0.44549  C33 1.096
32 H -4.71879 7.89949 5.90262  C71 1.094
33 C -4.73419 8.25404 -0.58413  H3 1.094, C8 1.515, H31 1.096, H93 1.095
34 C -3.01895 -3.02805 -6.82877  C66 1.515, H89 1.096, H103 1.095, H114 1.094
35 C 0.16319 -3.57624 3.48718  C49 1.673, H73 1.170, H91 1.170, C119 1.673
36 C -2.50667 7.43889 4.22190  H27 1.096, O43 1.416, C60 1.498, H76 1.094
37 O 0.24091 -1.47445 -7.03583  C94 1.367, C100 1.416
38 H 1.42338 -6.51278 2.08864  C18 1.182
39 H 3.79167 -5.85760 -2.42783  C77 1.171
40 H 4.29180 -5.11809 -0.43947  C82 1.194
41 O -3.49817 3.13133 -1.28243  C75 1.473, C83 1.472
42 O 3.81791 -6.73097 1.47210  C61 1.502, C109 1.470
43 O -1.94203 7.09763 2.96872  C36 1.416, C78 1.367
44 H -6.17450 9.65141 -2.35794  C101 1.096
45 H 1.88173 -6.76163 -5.30343  C56 1.172
46 C 6.33063 -6.92944 1.97954  C88 1.518, C109 1.662, Cl110 1.863
47 C 4.90482 -1.13496 0.12891  H53 1.179, O55 1.471, H64 1.192, C124 1.671
48 H -0.00158 2.86513 0.84646  C87 1.177
49 C 0.82423 -4.20284 2.08414  H14 1.170, C18 1.633, C35 1.673, H117 1.192
50 H -1.60051 -0.95495 -7.75824  C100 1.096
51 H 0.69514 -5.53296 -3.47249  C26 1.176
52 O 1.48082 -3.17509 -7.93807  C94 1.219
53 H 3.94817 -0.63087 -0.34183  C47 1.179
54 C -2.15676 2.87657 1.71435  H16 1.192, H24 1.194, C67 1.655, C87 1.649
55 O 6.09133 -1.13069 -0.74093  C47 1.471, C120 1.498
56 C 2.53649 -5.86513 -4.92787  C26 1.671, H45 1.172, H57 1.187, H79 1.171
57 H 3.61903 -6.24852 -4.62635  C56 1.187
58 H 9.31463 -6.47822 2.00787  C68 1.170
59 H 7.55675 -0.09595 0.47157  C120 1.177
60 C -3.97647 7.34112 3.94729  H2 1.097, C36 1.498, C71 1.515, O92 1.419
61 C 3.31383 -5.32244 1.60584  C18 1.635, O42 1.502, C82 1.638, H104 1.172
62 O -9.28805 9.06346 -0.25649  C96 1.219
63 C -0.94192 0.36136 3.99520  H29 1.194, H80 1.176, C85 1.673, C116 1.655
64 H 5.12699 -0.51681 1.12373  C47 1.192
65 O -7.98114 8.72656 -2.10638  C96 1.367, C101 1.416
66 C -1.56967 -2.73550 -6.49971  H25 1.097, C34 1.515, O90 1.419, C100 1.498
67 C -1.96746 2.73308 3.35263  H6 1.194, H15 1.193, C54 1.655, C116 1.659
68 C 8.97000 -7.59593 1.99419  H58 1.170, C88 1.674, H95 1.196, H115 1.169
69 O -7.08445 8.47201 -0.05324  C8 1.419, C96 1.368
70 O 3.38042 -3.24261 -0.00016  C82 1.480, C124 1.470
71 C -4.81879 8.21016 4.85808  H32 1.094, C60 1.515, H74 1.096, H112 1.095
72 H 5.58669 -3.38528 0.32705  C124 1.170
73 H 0.96065 -3.54244 4.34283  C35 1.170
74 H -4.53277 9.26445 4.77535  C71 1.096
75 C -2.05096 3.27272 -1.51779  H4 1.177, H11 1.190, O41 1.473, C121 1.644
76 H -2.17918 6.74324 4.99988  C36 1.094
77 C 2.63258 -5.94673 -2.29072  C23 1.650, C26 1.662, H39 1.171, H123 1.181
78 C -2.85880 7.46863 2.02434  O43 1.367, O81 1.219, O92 1.368
79 H 2.60323 -4.99162 -5.70504  C56 1.171
80 H -0.18678 0.76780 4.79933  C63 1.176
81 O -2.63494 7.51712 0.82688  C78 1.219
82 C 3.29536 -4.71730 0.08332  C23 1.672, H40 1.194, C61 1.638, O70 1.480
83 C -4.22797 4.37847 -1.56356  H9 1.170, H21 1.184, O41 1.472, H107 1.192
84 H -0.25235 4.58573 -0.99839  C121 1.194
85 C -1.20346 -1.27770 4.20203  C63 1.673, H106 1.176, H118 1.193, C119 1.639
86 H 1.28235 -4.45619 -1.03227  C23 1.193
87 C -0.89062 3.62653 0.96982  H48 1.177, C54 1.649, H102 1.193, C121 1.652
88 C 7.44071 -7.70561 2.66555  Cl28 1.857, C46 1.518, C68 1.674
89 H -3.22505 -2.86203 -7.89185  C34 1.096
90 O -0.69665 -3.50682 -7.30916  C66 1.419, C94 1.368
91 H -0.83153 -4.10686 3.80126  C35 1.170
92 O -4.05888 7.78195 2.60149  C60 1.419, C78 1.368
93 H -4.50398 7.78045 0.37562  C33 1.095
94 C 0.43625 -2.75680 -7.46873  O37 1.367, O52 1.219, O90 1.368
95 H 8.95959 -7.92235 0.84392  C68 1.196
96 C -8.21495 8.77839 -0.76004  O62 1.219, O65 1.367, O69 1.368
97 H 1.28848 -3.13698 -2.77519  C113 1.194
98 H 3.12022 -3.32382 -3.17696  C113 1.193
99 H -0.80485 -2.08489 1.99262  C119 1.193
100 C -1.15373 -1.33499 -6.83267  H19 1.094, O37 1.416, H50 1.096, C66 1.498
101 C -6.57607 8.63665 -2.25942  C8 1.498, H22 1.094, H44 1.096, O65 1.416
102 H -0.51186 4.48617 1.70573  C87 1.193
103 H -3.25163 -4.07839 -6.62622  C34 1.095
104 H 4.03621 -4.77465 2.34836  C61 1.172
105 H 4.59102 -6.49989 3.55827  C109 1.168
106 H -0.92292 -1.63060 5.28867  C85 1.176
107 H -4.35370 5.04327 -0.58197  C83 1.192
108 H -3.17580 0.67633 3.27697  C116 1.180
109 C 4.77163 -7.05011 2.54397  H17 1.195, O42 1.470, C46 1.662, H105 1.168
110 Cl 6.84684 -5.92030 0.50129  C46 1.863
111 H 4.52071 -2.70402 1.73705  C124 1.192
112 H -5.87423 8.15003 4.57380  C71 1.095
113 C 2.03334 -3.60055 -3.58487  H13 1.189, C26 1.640, H97 1.194, H98 1.193
114 H -3.69207 -2.39952 -6.23764  C34 1.094
115 H 9.72098 -8.27334 2.58009  C68 1.169
116 C -2.35293 1.22336 3.92231  H12 1.193, C63 1.655, C67 1.659, H108 1.180
117 H -0.11221 -4.64159 1.49077  C49 1.192
118 H -2.33596 -1.55173 3.94539  C85 1.193
119 C -0.28602 -2.02071 3.06520  H30 1.191, C35 1.673, C85 1.639, H99 1.193
120 C 6.84175 0.12923 -0.43568  H1 1.191, H20 1.186, O55 1.498, H59 1.177
121 C -1.29103 4.30091 -0.48363  C75 1.644, H84 1.194, C87 1.652, H122 1.170
122 H -1.85399 5.30864 -0.29094  C121 1.170
123 H 2.35813 -7.09546 -2.31266  C77 1.181
124 C 4.64348 -2.73016 0.55142  C47 1.671, O70 1.470, H72 1.170, H111 1.192

Results of the Löwdin charge analysis, in e, for atoms 1 through 2: atom 1 (H): 0.10, atom 2 (H): 0.16



3.
Molecular formula: C4H8N2O2
Method: DFT, wB97M-V/def2-TZVPD

Properties
highest occupied orbital energy = -8.3 eV
Kohn-Sham gap = 0.31420 hartree
relative energy (zero: lowest compared OMol25 entry of this formula, charge and spin) = 6.3289 eV

Bonds (Å) are listed after each position.
Geometry (Å):
1 H -2.72604 0.20962 -0.30947  C4 1.093
2 C -0.29960 -1.02035 -0.06764  N3 1.400, N6 1.624, O8 1.214, C16 1.877
3 N -0.60020 -0.52148 1.20530  C2 1.400, N6 1.477, H15 1.018
4 C -2.04012 1.02308 -0.06125  H1 1.093, H5 1.092, N6 1.459, H14 1.092
5 H -2.41476 1.55118 0.81854  C4 1.092
6 N -0.68542 0.53818 0.17939  C2 1.624, N3 1.477, C4 1.459
7 O 2.30749 -0.93527 0.67951  H13 0.966, C16 1.405
8 O -0.73211 -1.96258 -0.69940  C2 1.214
9 C 1.17116 0.77585 -0.51802  H11 1.082, H12 1.082, C16 1.405
10 H 1.66837 -1.15154 -1.32332  C16 1.086
11 H 1.50996 1.47470 0.23539  C9 1.082
12 H 0.91724 1.17579 -1.49044  C9 1.082
13 H 2.28378 -1.89592 0.77459  O7 0.966
14 H -2.00051 1.72425 -0.89732  C4 1.092
15 H 0.14669 -0.39810 1.88633  N3 1.018
16 C 1.49407 -0.58741 -0.41217  C2 1.877, O7 1.405, C9 1.405, H10 1.086

Results of the Löwdin charge analysis, in e, for atoms 1 through 2: atom 1 (H): 0.09, atom 2 (C): -0.56



Per-record LUMO energy, eV: 4.0, 0.3, 0.2